[1]
Density functional theory data (ωB97M-V/def2-TZVPD) for 4 unconnected molecules or ions with the total composition C3H16N2O3.

Each line ends with the Mulliken charge.
Atoms and positions in Å:
H 1.9129 -5.2919 -3.1357  0.319
C -0.0144 1.1652 1.0967  -0.198
O -4.5633 2.8629 1.5047  -0.634
O 2.4150 -5.0178 -2.3094  -0.656
H 4.0025 -4.4800 -1.2830  0.356
H 0.2784 3.6142 -1.0295  0.249
H -0.0588 2.0883 1.6426  0.254
H -5.1414 3.5345 1.1442  0.317
C 0.1458 1.4645 -1.1868  -0.415
H -1.6795 0.6099 2.4870  0.378
O 4.2512 -4.6123 -0.3166  -0.643
H -0.9507 -0.7235 2.0321  0.393
H -0.1863 0.5442 3.1942  0.365
N -0.1284 2.9047 -1.5568  -0.373
C -0.6843 0.2893 2.2771  -1.246
H 1.7633 -5.1006 -1.6146  0.312
H 1.2666 1.3039 -1.0173  0.393
H 1.1039 0.9309 0.8875  0.295
H -1.7677 1.1580 -0.2824  0.314
H 5.1457 -4.3172 -0.2989  0.312
N -0.7526 0.9958 -0.1510  0.035
H -0.0709 0.8735 -2.1712  0.307
H -5.1682 2.1783 1.7118  0.322
H -1.1186 3.0249 -1.6245  0.243

gap between HOMO and LUMO (spin up / spin down)	0.359 / 0.177	Eh
HOMO level (spin up / spin down)	-12.74 / -12.74	eV
2S+1	2
LUMO energy (spin up / spin down)	-2.97 / -7.92	eV
charge	+1


[2]
Density functional theory data (ωB97M-V/def2-TZVPD) for a molecular structure, C3H16N6O7Y.

Each line ends with the Mulliken charge.
Atoms and positions in Å:
H 0.8589 5.3366 -1.7504  0.181
O -1.1946 1.5781 -1.4944  -0.902
H 2.3327 -0.2546 -1.8578  0.119
H 3.2555 5.1062 -1.5623  0.136
H -1.5577 2.3199 -1.9821  0.065
N -2.1405 -3.1317 -1.5540  -0.455
O 1.9520 -0.1430 1.2251  -0.829
N 3.0746 4.1809 -1.2249  -0.457
H -0.6063 -3.2873 3.2152  0.182
O 1.4409 0.1043 -1.9107  -0.835
C -0.8970 -2.7878 -1.0567  0.532
O 1.6701 2.5209 -0.6235  -0.326
H 3.8281 3.6490 -0.8325  0.222
O -0.5231 -1.6454 -1.0310  -0.425
H -2.5429 -4.0446 -1.4574  0.135
O -0.5594 2.1989 1.2910  -0.906
C -1.2359 -1.5620 2.2718  0.500
H -2.7069 -2.3848 -1.9112  0.239
H -2.6943 -2.1933 3.5340  0.174
H 0.6099 -2.3060 2.4281  0.237
N -0.1308 -3.8423 -0.6379  -0.377
N -0.3090 -2.4111 2.8280  -0.447
Y 0.2975 0.6291 -0.0176  2.077
C 1.8138 3.6431 -1.0299  0.520
H -3.2010 -1.1198 2.2241  0.250
H -0.1324 3.9666 -1.2495  0.172
H -1.1538 2.7967 0.8284  0.184
N -2.5458 -1.7506 2.6465  -0.479
N 0.7466 4.4632 -1.2732  -0.392
H 2.8479 -0.4450 1.3824  0.065
O -0.9113 -0.7184 1.4731  -0.526
H 0.7788 -3.6777 -0.2497  0.234
H -0.4645 -4.7881 -0.6410  0.132

gap between HOMO and LUMO	0.218	Eh
HOMO level	-3.26	eV
LUMO energy	2.67	eV
charge	-1


[3]
Density functional theory data (ωB97M-V/def2-TZVPD) for 4 unconnected molecules or ions with the total composition C3H16NO3.

Each line ends with the Mulliken charge.
Atoms and positions in Å:
N 0.2026 0.9173 -0.3125  -0.242
H -3.0668 -2.0792 -4.4677  0.324
H -0.2480 0.4526 2.3502  0.315
H -1.7285 2.0617 -1.2702  0.410
H -3.0427 0.9414 -0.6328  0.312
C -1.1699 0.6726 0.3279  0.443
H -2.6394 2.3512 0.1673  0.366
H -1.3743 -0.3827 0.3133  0.369
H -1.7326 -2.5349 -4.8018  0.324
H 0.0233 0.6801 -1.2868  0.399
H 5.0347 -2.3650 0.6810  0.333
O 2.2093 -0.3193 0.9906  -0.676
H 5.0108 -2.1728 2.1910  0.332
O 4.4341 -2.2897 1.4296  -0.661
H -0.8905 2.0490 1.9727  0.407
H 0.3919 1.9121 -0.2104  0.355
C -1.0338 0.9785 1.8100  -1.447
H -1.9486 0.7371 2.3527  0.381
C -2.1675 1.5541 -0.4128  -1.278
H 1.8377 -0.7538 1.7641  0.278
H 0.9636 0.3377 0.1214  0.270
H 3.1508 -0.5401 0.9555  0.330
O -2.2162 -2.2080 -4.0323  -0.645

gap between HOMO and LUMO	0.413	Eh
HOMO level	-13.99	eV
LUMO energy	-2.74	eV
charge	+1


[4]
Density functional theory data (ωB97M-V/def2-TZVPD) for 5 unconnected molecules or ions with the total composition C3H16NO3S.

Each line ends with the Mulliken charge.
Atoms and positions in Å:
C -1.3414 1.4344 -1.2590  -1.347
O 1.2189 -1.6891 -1.8290  -0.738
H -2.5150 -1.8328 2.0448  0.273
S 1.5593 1.4000 1.6938  -0.215
C -0.1708 0.9150 -0.3640  0.792
O 0.5012 -2.6601 0.4552  -0.694
H 1.8169 1.2036 -0.3184  0.266
H -0.2892 2.6268 0.8907  0.463
H 1.4607 0.3048 -1.7221  0.307
H -0.3783 -2.2201 0.8214  0.373
H 1.6925 -2.2287 -2.4321  0.280
H -1.2854 -1.1780 2.4922  0.284
H 0.9135 -0.4205 3.0528  0.093
H 1.2006 -2.0776 1.0108  0.379
H -1.1133 1.1947 -2.3998  0.349
C -0.0717 1.6083 0.9263  -0.671
O -1.7333 -1.5318 1.7384  -0.604
H -2.2480 0.9751 -1.0102  0.411
N 1.1327 1.1470 -1.1776  -0.255
H -0.8555 1.1047 1.5571  0.245
H -0.1388 -0.1603 -0.2407  -0.086
H 0.8920 -2.4260 -0.9981  0.416
H -1.5281 2.5466 -1.2013  0.342
H 1.2805 1.9641 -1.7311  0.338

gap between HOMO and LUMO	0.270	Eh
HOMO level	-14.02	eV
LUMO energy	-6.67	eV
charge	+1


[5]
Density functional theory data (ωB97M-V/def2-TZVPD) for 4 unconnected molecules or ions with the total composition C3H16NO3S.

Each line ends with the Mulliken charge.
Atoms and positions in Å:
H 3.3421 -0.4327 -0.0387  0.408
O -2.9204 1.2334 -0.3959  -0.495
H 0.9490 -0.8391 -1.0443  0.221
H -0.5263 -0.1355 1.1161  0.370
S 2.1151 -1.8122 1.6089  -0.237
C 1.2383 -0.0004 -0.3151  0.505
H -1.7946 -1.8979 -1.5796  0.221
H -3.4258 1.4539 0.2718  0.231
H -3.3071 1.5241 -1.2208  0.281
O -1.7952 -0.4618 2.3310  -0.577
C 2.3786 -0.2203 0.6051  -1.077
H -1.7015 -1.3044 2.2692  0.231
H 2.3235 1.8137 -0.5526  0.517
H 2.7528 -2.7622 0.8183  0.172
C 1.7324 1.1961 -1.0699  -1.571
H -2.1722 -0.6182 -2.2141  0.300
H -0.1417 1.3772 0.2449  0.399
O -1.8550 -1.0623 -1.3883  -0.561
H -2.5081 -0.2087 2.8685  0.273
H 2.4873 0.6103 -1.6374  0.422
H 2.6356 0.5146 1.2284  0.520
H -0.7894 -0.1156 -0.3136  0.049
H 1.0898 1.7899 -1.8062  0.345
N -0.1071 0.3584 0.2145  0.052

gap between HOMO and LUMO	0.360	Eh
HOMO level	-12.61	eV
LUMO energy	-2.81	eV
charge	+1


[6]
Density functional theory data (ωB97M-V/def2-TZVPD) for 5 unconnected molecules or ions with the total composition C3H16NO5.

Each line ends with the Mulliken charge.
Atoms and positions in Å:
H 0.9884 0.1298 -0.9783  0.433
H 0.6384 -2.1519 0.4768  0.359
H -1.3401 -2.1069 -1.1394  0.317
H 0.0770 2.0644 -2.2524  0.355
N 0.2983 -1.6689 1.2981  -0.755
H -0.5670 0.8551 -1.7884  0.376
H -0.5607 -1.2623 0.9447  0.353
O 1.7812 0.6711 -0.6176  -0.573
C 0.5268 0.7794 1.4490  -0.424
O -0.8274 1.7298 -2.2884  -0.776
H 2.1377 -0.7619 1.5187  0.268
O -1.6780 -2.8786 -0.6596  -0.679
C 1.4285 1.5332 0.4745  -0.747
H 1.1866 2.5211 0.0747  0.300
H -0.2191 -0.8852 -2.4605  0.126
H 1.2505 -0.5849 2.8927  0.231
O -2.6996 0.8883 -0.3296  -0.707
H -2.3072 0.0944 -0.7261  0.325
C 1.0941 -0.5889 1.8031  -0.529
O -0.2310 -0.6773 -1.5295  -1.042
H -0.5290 0.7556 1.1814  0.386
H -1.1441 -3.0284 0.1176  0.333
H -2.2187 1.5788 -0.8051  0.391
H 0.5092 1.3983 2.3602  0.353
H 2.4052 1.5961 0.9832  0.330

gap between HOMO and LUMO	0.341	Eh
HOMO level	-5.53	eV
LUMO energy	3.76	eV
charge	-1


Calculated values (kcal/mol) of energy above the lowest of the compared OMol25 structures with the same formula, charge and spin for the records, taken in order: 33.52, 0.00, 13.84, 124.78, 73.55, 9.81.
Calculated values (eV/Å) of F_max for the records, taken in order: 5.18, 1.93, 1.88, 4.80, 8.63, 2.62.